No. 1
# C51H110CdN5O11

A molecular structure, C51H110CdN5O11 at a distorted geometry (the ωB97M-V functional and the def2-TZVPD basis, the OMol25 dataset).

Computed properties:
Energy ... -89195.9659 eV
HOMO-LUMO gap ... 4.06 eV

```
! RIJCOSX wB97M-V def2-TZVPD def2/J DEFGRID3
* xyz 1 1
Cd 14.87 -17.51 -20.34
C 13.58 -14.57 -22.86
C 13.98 -15.66 -21.93
O 13.43 -16.81 -21.90
O 14.85 -15.45 -21.03
H 12.89 -13.87 -22.39
H 13.07 -14.94 -23.75
H 14.45 -14.06 -23.29
C 11.54 -18.71 -23.52
C 10.52 -19.51 -24.29
O 9.23 -18.92 -24.18
O 12.03 -17.62 -24.29
H 12.37 -19.38 -23.26
H 11.12 -18.46 -22.54
H 10.46 -20.53 -23.92
H 10.81 -19.55 -25.35
H 9.27 -18.03 -24.56
H 12.68 -17.16 -23.75
C 17.86 -17.50 -21.07
C 17.81 -17.49 -19.57
O 16.70 -16.63 -19.20
O 16.63 -18.02 -21.61
H 18.79 -17.98 -21.40
H 17.93 -16.48 -21.45
H 18.77 -17.12 -19.24
H 17.60 -18.51 -19.22
H 16.74 -16.49 -18.24
H 16.69 -17.89 -22.58
C 12.89 -11.71 -19.65
C 11.46 -12.15 -19.40
C 11.28 -13.61 -19.76
C 9.91 -14.14 -19.35
C 9.83 -14.08 -17.80
C 10.12 -12.69 -17.22
N 11.07 -11.91 -18.01
O 11.48 -10.71 -17.46
C 8.80 -11.90 -17.15
C 10.66 -12.88 -15.79
C 10.55 -11.31 -20.32
H 13.59 -12.25 -19.01
H 12.98 -10.66 -19.37
H 13.16 -11.69 -20.71
H 11.29 -13.81 -20.84
H 12.04 -14.27 -19.34
H 9.77 -15.21 -19.51
H 9.06 -13.62 -19.78
H 10.40 -14.86 -17.30
H 8.78 -14.32 -17.58
H 8.00 -12.43 -16.62
H 8.92 -10.95 -16.63
H 8.42 -11.64 -18.14
H 11.53 -13.54 -15.79
H 11.01 -11.95 -15.35
H 9.91 -13.33 -15.13
H 9.48 -11.53 -20.29
H 10.88 -11.46 -21.36
H 10.68 -10.23 -20.21
H 12.31 -10.89 -17.00
C 8.98 -17.15 -27.22
C 8.20 -16.25 -26.27
C 6.88 -16.98 -25.94
C 6.12 -16.49 -24.69
C 7.04 -16.24 -23.49
C 8.31 -15.44 -23.84
N 8.94 -16.04 -25.01
O 10.23 -15.55 -25.26
C 7.93 -13.96 -23.99
C 9.26 -15.61 -22.65
C 7.83 -14.94 -26.97
H 9.98 -16.73 -27.37
H 8.62 -17.14 -28.25
H 9.13 -18.16 -26.84
H 6.16 -16.97 -26.76
H 7.19 -18.00 -25.71
H 5.39 -17.27 -24.46
H 5.59 -15.57 -24.97
H 7.20 -17.18 -22.96
H 6.47 -15.58 -22.83
H 8.66 -13.48 -24.64
H 6.92 -13.76 -24.36
H 7.97 -13.45 -23.03
H 8.77 -15.21 -21.75
H 9.43 -16.68 -22.47
H 10.25 -15.16 -22.71
H 7.61 -15.14 -28.02
H 8.60 -14.16 -26.95
H 6.98 -14.44 -26.50
H 10.81 -16.24 -24.90
C 12.88 -12.52 -26.78
C 12.35 -11.51 -25.74
C 13.48 -10.99 -24.88
C 14.28 -9.89 -25.59
C 13.33 -8.75 -25.94
C 12.13 -9.17 -26.81
N 11.57 -10.45 -26.40
O 10.50 -10.89 -27.17
C 11.06 -8.09 -26.63
C 12.54 -9.18 -28.31
C 11.40 -12.32 -24.85
H 13.43 -13.33 -26.31
H 13.56 -12.08 -27.52
H 12.05 -12.94 -27.35
H 13.15 -10.67 -23.89
H 14.21 -11.80 -24.72
H 14.69 -10.33 -26.51
H 15.08 -9.51 -24.95
H 13.93 -8.04 -26.51
H 12.99 -8.26 -25.02
H 11.37 -7.12 -27.04
H 10.14 -8.45 -27.08
H 10.82 -7.89 -25.59
H 11.63 -9.16 -28.90
H 13.24 -8.38 -28.52
H 13.15 -10.07 -28.53
H 10.50 -12.68 -25.34
H 10.98 -11.70 -24.05
H 11.93 -13.17 -24.43
H 10.88 -11.35 -27.94
C 16.68 -12.35 -18.94
C 17.42 -12.21 -20.28
C 16.37 -12.05 -21.38
C 16.96 -11.57 -22.70
C 17.64 -10.24 -22.49
C 18.75 -10.28 -21.41
N 18.21 -10.98 -20.24
O 19.13 -10.99 -19.16
C 20.04 -10.90 -21.98
C 19.00 -8.83 -20.99
C 18.29 -13.47 -20.48
H 17.35 -12.51 -18.09
H 16.03 -13.22 -18.99
H 16.09 -11.45 -18.75
H 15.91 -13.04 -21.52
H 15.58 -11.36 -21.07
H 16.12 -11.52 -23.40
H 17.63 -12.32 -23.14
H 16.99 -9.39 -22.28
H 18.13 -10.01 -23.45
H 20.21 -10.54 -22.99
H 20.85 -10.61 -21.31
H 20.01 -11.99 -22.01
H 19.30 -8.26 -21.87
H 18.11 -8.39 -20.56
H 19.83 -8.74 -20.29
H 18.53 -13.57 -21.54
H 17.64 -14.34 -20.32
H 19.21 -13.53 -19.91
H 19.89 -11.51 -19.46
C 16.10 -19.51 -26.83
C 17.10 -19.20 -25.71
C 18.48 -18.94 -26.37
C 18.60 -17.57 -27.03
C 18.33 -16.47 -25.99
C 16.90 -16.62 -25.45
N 16.70 -17.99 -25.00
O 15.53 -18.17 -24.23
C 16.87 -15.70 -24.21
C 15.82 -16.11 -26.41
C 17.30 -20.40 -24.77
H 16.11 -18.72 -27.58
H 15.06 -19.59 -26.47
H 16.29 -20.47 -27.30
H 19.28 -18.96 -25.63
H 18.70 -19.75 -27.08
H 17.87 -17.49 -27.84
H 19.61 -17.43 -27.41
H 18.48 -15.51 -26.48
H 19.06 -16.54 -25.18
H 16.85 -14.64 -24.49
H 15.93 -15.81 -23.67
H 17.69 -15.91 -23.52
H 15.69 -15.03 -26.34
H 16.02 -16.33 -27.46
H 14.86 -16.60 -26.23
H 16.51 -21.13 -24.97
H 17.16 -20.18 -23.71
H 18.27 -20.89 -24.89
H 14.79 -18.17 -24.87
*
```

***

No. 2
# C51H123AsCl4F6MgN7O21

A molecular structure, C51H123AsCl4F6MgN7O21 at a distorted geometry (the ωB97M-V functional and the def2-TZVPD basis, the OMol25 dataset).

Computed properties:
Energy ... -240986.5084 eV
HOMO-LUMO gap ... 8.02 eV

```
! RIJCOSX wB97M-V def2-TZVPD def2/J DEFGRID3
* xyz 1 1
Mg 1.73 -3.34 -0.87
As 0.10 -0.13 -0.96
F -0.71 1.37 -1.15
F -1.32 -1.03 -1.35
F 1.02 -1.57 -0.71
F 1.53 0.75 -0.50
F -0.33 -0.23 0.71
F 0.65 -0.20 -2.61
C -4.11 4.39 -7.06
O -2.94 4.17 -6.34
C -3.14 3.83 -4.99
C -3.73 4.88 -4.09
O -5.09 5.21 -4.38
C -5.60 6.09 -3.41
H -4.65 5.27 -6.71
H -4.79 3.53 -7.03
H -3.79 4.55 -8.09
H -2.14 3.59 -4.62
H -3.81 2.96 -5.04
H -3.03 5.72 -4.20
H -3.68 4.46 -3.08
H -5.63 5.61 -2.43
H -6.62 6.22 -3.76
H -5.00 7.00 -3.38
C 2.58 -6.09 -2.05
O 2.43 -5.23 -0.92
C 3.54 -5.21 -0.04
C 3.26 -4.35 1.21
O 2.83 -3.12 0.82
C 2.76 -2.06 1.83
H 1.63 -6.08 -2.57
H 2.87 -7.07 -1.67
H 3.42 -5.66 -2.58
H 4.43 -4.87 -0.59
H 3.69 -6.22 0.37
H 4.28 -4.31 1.60
H 2.52 -4.78 1.87
H 2.07 -2.40 2.61
H 2.43 -1.15 1.33
H 3.77 -1.92 2.20
C 0.07 6.49 -1.91
O -0.15 5.89 -0.64
C -0.74 4.62 -0.73
C -0.68 3.88 0.60
O -1.12 4.63 1.70
C -2.53 4.80 1.81
H -0.88 6.58 -2.42
H 0.81 5.93 -2.50
H 0.42 7.51 -1.74
H -0.20 4.12 -1.54
H -1.77 4.69 -1.13
H 0.38 3.72 0.81
H -1.23 2.94 0.47
H -2.84 5.73 2.28
H -2.83 4.02 2.51
H -3.00 4.60 0.85
C -1.64 3.13 4.99
O -2.27 4.14 5.76
C -3.70 3.90 5.88
C -4.25 4.72 7.09
O -4.19 4.06 8.31
C -2.88 3.78 8.78
H -0.64 3.51 4.83
H -2.24 2.92 4.10
H -1.54 2.17 5.50
H -3.90 2.83 5.99
H -4.18 4.31 4.99
H -5.31 4.77 6.85
H -3.70 5.66 7.08
H -2.49 2.80 8.48
H -2.90 3.76 9.86
H -2.08 4.46 8.49
C -2.64 -3.08 5.19
O -1.33 -2.86 5.61
C -1.00 -1.49 5.83
C -1.76 -0.73 6.91
O -1.88 -1.51 8.07
C -2.86 -1.01 8.98
H -3.02 -2.39 4.44
H -3.29 -3.10 6.07
H -2.61 -4.09 4.79
H -1.12 -0.95 4.89
H 0.06 -1.63 5.98
H -2.81 -0.52 6.65
H -1.26 0.24 6.92
H -3.92 -1.15 8.71
H -2.77 0.07 9.20
H -2.70 -1.52 9.92
C 6.95 -0.70 -5.38
O 6.42 0.17 -4.39
C 6.54 1.53 -4.67
C 6.06 2.39 -3.48
O 6.94 2.14 -2.36
C 6.69 3.06 -1.32
H 6.22 -0.69 -6.19
H 7.16 -1.65 -4.89
H 7.91 -0.32 -5.70
H 5.75 1.73 -5.41
H 7.53 1.83 -5.00
H 5.04 2.11 -3.20
H 6.07 3.42 -3.85
H 7.24 3.97 -1.58
H 7.15 2.56 -0.48
H 5.63 3.27 -1.15
C -3.97 -7.01 3.78
O -3.54 -6.62 2.46
C -4.56 -6.84 1.49
C -4.11 -6.27 0.14
O -3.95 -4.89 0.11
C -5.10 -4.12 -0.22
H -3.96 -8.09 3.88
H -4.98 -6.65 4.00
H -3.26 -6.55 4.47
H -5.48 -6.36 1.84
H -4.72 -7.92 1.32
H -4.87 -6.58 -0.59
H -3.21 -6.76 -0.25
H -5.15 -4.01 -1.31
H -5.07 -3.10 0.16
H -6.02 -4.61 0.09
C 6.20 2.20 2.60
C 4.82 2.29 1.99
O 4.08 1.31 1.94
N 4.47 3.56 1.53
C 3.21 3.86 0.87
H 6.10 2.20 3.69
H 6.75 3.08 2.31
H 6.63 1.23 2.39
H 5.11 4.32 1.62
H 2.78 3.05 0.29
H 3.37 4.75 0.25
H 2.44 4.19 1.58
C 0.86 1.63 2.97
C 1.21 1.06 4.30
O 0.47 1.04 5.26
N 2.44 0.47 4.37
C 2.89 -0.25 5.52
H 1.55 1.26 2.23
H 0.92 2.72 3.03
H -0.20 1.55 2.75
H 3.09 0.59 3.59
H 2.84 0.30 6.45
H 3.90 -0.65 5.48
H 2.18 -1.05 5.75
C 0.51 -3.18 -4.84
C -0.01 -3.60 -3.50
O 0.70 -3.64 -2.53
N -1.29 -3.94 -3.42
C -1.97 -4.37 -2.22
H 0.48 -2.10 -4.93
H -0.14 -3.65 -5.58
H 1.51 -3.59 -4.95
H -1.81 -3.94 -4.28
H -1.60 -5.29 -1.77
H -3.03 -4.55 -2.43
H -1.90 -3.58 -1.48
C 2.96 0.54 -7.75
C 2.82 0.35 -6.24
O 3.83 0.06 -5.56
N 1.58 0.46 -5.63
C 0.40 0.98 -6.26
H 2.54 1.50 -8.08
H 2.37 -0.22 -8.25
H 4.03 0.55 -7.92
H 1.60 0.26 -4.64
H -0.16 1.41 -5.44
H -0.28 0.27 -6.74
H 0.55 1.68 -7.08
C 4.66 -3.20 -3.63
C 4.14 -2.25 -2.58
O 3.31 -2.69 -1.77
N 4.63 -1.04 -2.48
C 4.26 -0.05 -1.47
H 5.43 -2.73 -4.23
H 3.72 -3.47 -4.12
H 4.96 -4.13 -3.14
H 5.22 -0.62 -3.21
H 3.64 -0.48 -0.70
H 3.61 0.63 -2.02
H 5.18 0.48 -1.24
C -3.26 0.10 2.31
C -4.13 1.12 1.63
O -5.07 1.66 2.17
N -3.73 1.43 0.34
C -4.44 2.28 -0.62
H -3.89 -0.19 3.13
H -2.35 0.57 2.68
H -2.93 -0.70 1.64
H -2.97 0.88 -0.03
H -5.33 1.81 -1.02
H -3.68 2.61 -1.31
H -4.70 3.17 -0.04
C -1.32 -3.45 1.90
C -0.54 -4.42 1.07
O 0.32 -4.00 0.27
N -0.75 -5.75 1.21
C 0.05 -6.78 0.54
H -1.49 -2.64 1.18
H -0.58 -3.07 2.60
H -2.17 -3.86 2.43
H -1.52 -5.97 1.83
H 1.13 -6.65 0.58
H -0.11 -6.67 -0.54
H -0.36 -7.71 0.90
C -3.99 -1.16 -3.84
Cl -4.79 -1.03 -2.27
Cl -3.02 0.25 -4.26
H -3.29 -1.97 -3.77
H -4.81 -1.29 -4.55
C 2.33 3.37 -4.03
Cl 2.91 4.29 -2.64
Cl 1.16 4.27 -5.01
H 3.22 3.18 -4.62
H 1.86 2.44 -3.71
*
```

***

Which of these has the lowest HOMO-LUMO gap? C51H110CdN5O11

***

Look up the HOMO-LUMO gap of the second one. 8.02 eV

***

energy of number 1 (C51H110CdN5O11)? -89195.9659 eV

***

Which of these has the lowest HOMO-LUMO gap? C51H110CdN5O11